No. 1
A molecular structure, C39H33AlAsGeOS5. Source: the Open Molecules 2025 dataset; level of theory: ωB97M-V/def2-TZVPD.

Last column: Mulliken spin population.
Positions of all 81 atoms, in Å:
1 C -1.497 -3.890 2.090  -0.004
2 H 1.719 6.633 -0.532  0.000
3 H -1.884 -7.504 0.775  0.000
4 O -0.402 -1.741 0.017  -0.018
5 C 2.835 -1.192 2.857  0.000
6 H -3.102 -2.790 -3.355  0.014
7 C 2.064 2.877 -4.261  0.000
8 S 3.840 -1.567 4.233  0.000
9 C 1.756 6.220 -2.658  0.000
10 C -1.862 -1.367 -2.333  0.239
11 As -1.829 -2.558 -0.629  0.328
12 H -4.735 -2.463 -1.106  -0.006
13 C -1.334 -4.967 2.955  0.020
14 C -5.479 -0.476 1.534  -0.001
15 C 2.260 1.199 -2.545  -0.001
16 C 1.849 5.256 -3.619  0.000
17 H 0.413 3.707 4.464  0.000
18 C -3.292 -1.636 0.256  -0.008
19 C 2.184 1.566 -3.910  0.001
20 S 2.723 -0.642 0.164  0.000
21 Al 0.945 -2.139 0.984  0.025
22 H -6.328 -0.015 2.027  0.000
23 C -4.196 -0.282 2.030  0.000
24 C 4.113 2.179 1.106  0.000
25 H 2.637 -3.885 0.096  0.000
26 H -1.890 3.791 3.569  0.000
27 H -6.673 -1.426 0.019  0.001
28 C -1.916 -5.413 0.272  0.054
29 H -2.113 0.775 -5.527  0.000
30 C -0.347 2.308 0.941  0.003
31 H -0.572 1.921 -0.045  0.000
32 H 4.171 3.269 1.172  0.000
33 H -4.044 0.320 2.918  0.000
34 H -1.106 -4.787 4.000  -0.001
35 C 2.205 2.141 -1.549  0.002
36 C 0.201 3.312 3.476  0.000
37 C 1.903 -3.837 0.904  -0.002
38 C -1.769 -6.490 1.141  0.017
39 C -1.467 -6.266 2.479  -0.009
40 H 1.197 -4.653 0.732  0.000
41 H -0.588 0.175 -1.564  0.011
42 H 2.014 3.165 -5.307  0.000
43 C -5.673 -1.261 0.403  0.018
44 C -1.773 -4.117 0.747  0.228
45 C 1.946 4.555 -0.925  0.000
46 H 1.967 4.294 0.128  0.000
47 C -2.691 -1.057 -4.565  0.028
48 C -3.104 -0.858 1.390  0.017
49 C -1.094 3.362 2.971  0.000
50 H -0.791 1.582 -3.589  -0.002
51 H -2.102 -0.693 1.775  -0.002
52 H -1.334 -7.105 3.154  0.000
53 C 3.510 -0.966 1.712  0.000
54 H -1.440 -2.880 2.484  0.010
55 H 4.225 1.752 2.104  0.000
56 H 2.233 2.741 3.110  0.000
57 C 5.390 -1.449 3.453  0.000
58 C -1.367 2.865 1.703  0.000
59 H 1.643 7.261 -2.937  0.000
60 C -1.195 -0.157 -2.396  -0.025
61 C 1.223 2.768 2.711  0.000
62 S 5.252 -1.106 1.761  0.000
63 C 1.990 3.887 -3.270  0.000
64 C -1.297 0.623 -3.545  0.016
65 Ge 2.409 1.660 0.336  0.000
66 H 2.221 0.793 -4.669  0.000
67 H 2.433 -4.066 1.829  0.000
68 H 1.816 5.522 -4.671  0.000
69 H -2.136 -5.580 -0.777  0.004
70 S 1.095 -1.137 3.052  -0.001
71 H -2.372 2.907 1.299  0.000
72 H 2.363 0.148 -2.312  -0.001
73 C -4.583 -1.842 -0.229  -0.002
74 C -2.599 -1.832 -3.412  0.050
75 C 2.048 3.522 -1.900  0.000
76 H -3.261 -1.415 -5.414  -0.001
77 C 1.801 5.863 -1.291  0.000
78 C 0.952 2.259 1.443  -0.002
79 S 6.812 -1.660 4.222  0.000
80 H 4.921 1.816 0.469  0.000
81 C -2.043 0.173 -4.628  -0.005

The value obtained for the gap between HOMO and LUMO (alpha / beta) is 0.244 / 0.282 Ha. As for the LUMO energy (alpha / beta): -0.11 / -0.27 eV. The total energy is -8127.3402 hartree. The energy above the lowest of the compared OMol25 structures with the same formula, charge and spin is 9.43 kcal/mol. For the strongest force on any atom, the calculation gives 0.43 eV/A. Its spin multiplicity is 2.

=====

No. 2
C2H5NS in the gas phase at a distorted geometry. Source: the Open Molecules 2025 dataset; level of theory: ωB97M-V/def2-TZVPD.

Last column: Mulliken spin population.
Positions of all 9 atoms, in Å:
1 H 0.955 0.950 -1.113  0.021
2 H 1.572 0.925 0.703  0.004
3 H 0.380 2.215 0.037  -0.002
4 H 0.673 -1.810 0.303  0.025
5 N -2.149 0.526 -0.071  0.786
6 C -0.321 -1.517 -0.045  0.772
7 C 0.664 1.079 0.048  0.008
8 H -1.011 -2.380 -0.003  0.016
9 S -0.763 0.013 0.141  0.370

The value obtained for the gap between HOMO and LUMO (alpha / beta) is 0.263 / 0.277 Ha. As for the LUMO energy (alpha / beta): 0.70 / -1.56 eV. The total energy is -531.8874 hartree. The energy above the lowest of the compared OMol25 structures with the same formula, charge and spin is 76.76 kcal/mol. For the strongest force on any atom, the calculation gives 5.52 eV/A. Its spin multiplicity is 3.

=====

No. 3
C8H12N2 in the gas phase at a distorted geometry. Source: the Open Molecules 2025 dataset; level of theory: ωB97M-V/def2-TZVPD.

Last column: natural (NBO) charge in e.
Positions of all 22 atoms, in Å:
1 H 0.872 -2.933 -0.156  0.202
2 N 1.294 -0.346 -0.171  -0.406
3 N -2.257 -0.281 -0.020  -0.592
4 H -0.887 -2.829 -0.023  0.188
5 H 3.089 1.943 0.306  0.196
6 H 1.667 2.972 0.372  0.198
7 C 1.084 1.020 0.037  0.188
8 H -0.613 2.196 0.115  0.222
9 C -0.297 1.207 0.175  -0.335
10 H -3.524 1.234 -1.099  0.182
11 C -0.928 0.020 0.083  0.193
12 H -2.526 -1.301 -0.128  0.404
13 H 2.906 -1.437 0.846  0.185
14 H -4.240 0.157 0.131  0.209
15 C 2.601 -0.891 -0.142  -0.413
16 C 0.105 -0.994 -0.006  0.175
17 H 2.893 -1.680 -0.910  0.209
18 C -3.285 0.677 -0.098  -0.409
19 H -3.184 1.555 0.642  0.200
20 C 1.975 2.024 0.193  -0.516
21 C 0.049 -2.340 -0.032  -0.505
22 H 3.206 0.028 -0.114  0.227

The value obtained for the gap between HOMO and LUMO is 0.294 Ha. As for the LUMO energy: 0.85 eV. The total energy is -421.4567 hartree. The energy above the lowest of the compared OMol25 structures with the same formula, charge and spin is 64.96 kcal/mol. For the strongest force on any atom, the calculation gives 3.81 eV/A. Its spin multiplicity is 1.

=====

No. 4
A gas-phase ion, C4H10N2O2 (charge -1) at a distorted geometry. Source: the Open Molecules 2025 dataset; level of theory: ωB97M-V/def2-TZVPD.

Last column: Mulliken spin population.
Positions of all 18 atoms, in Å:
1 C -2.132 -0.125 -0.807  -0.034
2 H 0.048 0.903 1.941  0.000
3 H 2.109 1.226 0.134  -0.003
4 H -2.190 0.928 -1.140  0.019
5 H -2.734 -0.871 -1.345  0.005
6 H 1.510 -1.219 0.587  0.007
7 H -0.976 -0.336 1.437  -0.011
8 N -0.590 -0.499 -0.986  0.757
9 C 0.083 0.514 -0.178  -0.122
10 H -0.415 1.423 -0.234  -0.010
11 N 1.250 -0.855 1.512  0.003
12 O -2.454 0.052 0.440  0.042
13 O 2.162 -0.447 -1.064  0.168
14 H 0.275 -1.096 -1.270  -0.005
15 H 1.604 1.368 -1.588  0.001
16 C 1.511 0.709 -0.661  0.071
17 C 0.102 0.046 1.239  0.108
18 H 0.839 -1.722 1.985  0.004

The value obtained for the gap between HOMO and LUMO (alpha / beta) is 0.305 / 0.201 Ha. As for the LUMO energy (alpha / beta): 4.24 / 2.08 eV. The total energy is -418.2440 hartree. Its net charge is -1. The energy above the lowest of the compared OMol25 structures with the same formula, charge and spin is 110.60 kcal/mol. For the strongest force on any atom, the calculation gives 3.39 eV/A. Its spin multiplicity is 2.

=====

No. 5
3 unconnected molecules or ions with the total composition CH10N8 at a distorted geometry. Source: the Open Molecules 2025 dataset; level of theory: ωB97M-V/def2-TZVPD.

Last column: natural (NBO) charge in e.
Positions of all 19 atoms, in Å:
1 N 6.518 8.092 -10.210  -0.449
2 H -7.329 -7.896 9.584  0.423
3 N 6.425 9.912 -11.437  -0.452
4 C 6.967 11.419 -7.973  0.175
5 H 6.918 10.754 -11.715  0.437
6 N 7.028 9.159 -10.631  0.223
7 H 7.081 7.544 -9.569  0.437
8 H -7.067 -11.339 10.453  0.407
9 H 7.108 12.220 -7.296  0.253
10 N 6.811 10.560 -8.703  -0.415
11 H -7.231 -9.492 9.032  0.401
12 H -5.466 -8.193 10.832  0.437
13 N -5.991 -9.028 10.567  -0.087
14 H 5.458 9.770 -11.747  0.396
15 N -5.598 -10.086 11.104  0.138
16 H -5.759 -11.999 11.412  0.440
17 H 5.565 7.776 -10.420  0.395
18 N -7.127 -8.859 9.818  -0.652
19 N -6.176 -11.214 10.929  -0.508

The value obtained for the gap between HOMO and LUMO is 0.393 Ha. As for the LUMO energy: -5.04 eV. The total energy is -481.4550 hartree. Its net charge is +2. The energy above the lowest of the compared OMol25 structures with the same formula, charge and spin is 0.00 kcal/mol. For the strongest force on any atom, the calculation gives 1.18 eV/A. Its spin multiplicity is 1.

=====

No. 6
A molecular structure, C2H2Cl3I at a distorted geometry. Source: the Open Molecules 2025 dataset; level of theory: ωB97M-V/def2-TZVPD.

Last column: Mulliken spin population.
Positions of all 8 atoms, in Å:
1 Cl -2.803 -1.509 -1.417  0.100
2 C -1.348 1.844 -1.280  0.870
3 H -1.947 2.678 -1.757  0.008
4 C -2.753 -0.080 -0.427  0.707
5 Cl -4.349 0.556 -0.106  0.104
6 I -0.094 2.194 0.352  0.110
7 H -0.909 1.222 -2.063  0.013
8 Cl -1.890 -0.380 1.061  0.088

The value obtained for the gap between HOMO and LUMO (alpha / beta) is 0.292 / 0.267 Ha. As for the LUMO energy (alpha / beta): 0.32 / -2.35 eV. The total energy is -1755.5014 hartree. The energy above the lowest of the compared OMol25 structures with the same formula, charge and spin is 21.30 kcal/mol. For the strongest force on any atom, the calculation gives 3.23 eV/A. Its spin multiplicity is 3.